No. 1
ORCA calculation (the ωB97M-V functional and the def2-TZVPD basis) on a structure of composition C48H53N5O2P2Sb2Ti.

The total charge is +3. As for the spin multiplicity: 2. The orbital gap (spin up / spin down) comes out at 6.500 / 6.876 eV. As for the expectation value of S²: 0.754. The value obtained for the HOMO energy (spin up / spin down) is -0.5404 / -0.5404 Eh.

Cartesian coordinates (Å):
Ti: -0.040 0.009 -0.089
O: 1.967 -0.162 -0.061
P: 3.192 0.758 -0.168
C: 2.662 2.460 0.193
P: 1.120 2.968 -0.614
O: 0.037 1.933 -0.208
C: 0.726 4.601 -0.064
C: -0.371 5.227 -0.667
C: -0.737 6.500 -0.271
C: -0.008 7.156 0.714
C: 1.087 6.542 1.308
C: 1.457 5.264 0.925
C: 1.284 2.875 -2.382
C: 0.411 2.091 -3.133
C: 0.557 2.024 -4.511
C: 1.576 2.731 -5.133
C: 2.444 3.520 -4.386
C: 2.294 3.603 -3.013
C: 3.864 0.722 -1.814
C: 3.242 -0.009 -2.822
C: 3.794 -0.027 -4.094
C: 4.962 0.677 -4.354
C: 5.589 1.399 -3.345
C: 5.046 1.419 -2.072
C: 4.427 0.326 1.033
C: 4.842 -1.008 1.060
C: 5.820 -1.405 1.954
C: 6.395 -0.476 2.814
C: 5.993 0.852 2.783
C: 5.009 1.257 1.894
H: 3.462 3.153 -0.087
H: 2.502 2.549 1.273
H: -0.927 4.727 -1.452
H: -1.582 6.988 -0.736
H: -0.290 8.156 1.013
H: 1.655 7.063 2.067
H: 2.316 4.806 1.397
H: -0.413 1.568 -2.655
H: -0.132 1.433 -5.100
H: 1.687 2.681 -6.208
H: 3.226 4.082 -4.878
H: 2.961 4.241 -2.442
H: 2.342 -0.575 -2.612
H: 3.321 -0.601 -4.880
H: 5.397 0.652 -5.344
H: 6.509 1.930 -3.548
H: 5.560 1.958 -1.283
H: 4.408 -1.733 0.380
H: 6.146 -2.436 1.975
H: 7.166 -0.788 3.505
H: 6.449 1.574 3.447
H: 4.717 2.300 1.881
C: -4.190 -0.434 -1.721
Sb: -2.914 0.193 -0.149
C: -3.595 2.162 0.231
C: -3.717 -0.952 1.493
C: -4.005 -0.117 2.705
C: -5.222 0.563 2.769
C: -5.544 1.371 3.845
C: -4.643 1.512 4.890
C: -3.442 0.826 4.851
C: -3.107 0.005 3.773
C: -1.812 -0.755 3.840
Sb: -0.223 0.153 2.730
C: -0.365 2.158 3.396
C: 1.501 -0.580 3.725
H: -4.089 -1.508 -1.873
H: -3.947 0.085 -2.646
H: -5.217 -0.205 -1.440
H: -4.596 2.145 0.657
H: -3.612 2.707 -0.712
H: -2.922 2.666 0.923
H: -3.018 -1.765 1.692
H: -4.631 -1.401 1.105
H: -5.941 0.437 1.967
H: -6.500 1.876 3.875
H: -4.886 2.130 5.744
H: -2.759 0.904 5.689
H: -1.908 -1.792 3.516
H: -1.449 -0.777 4.868
H: 0.054 2.236 4.398
H: -1.421 2.426 3.429
H: 0.153 2.839 2.723
H: 1.422 -0.347 4.786
H: 2.399 -0.115 3.317
H: 1.580 -1.658 3.601
C: -0.158 -3.637 1.346
C: -0.228 -3.285 -0.096
N: -0.294 -2.052 -0.598
C: -0.342 -2.191 -1.981
C: -0.310 -3.504 -2.297
N: -0.242 -4.177 -1.097
C: -0.287 -5.653 -1.005
N: -1.403 -6.149 -1.717
N: -1.220 -6.661 -2.978
N: -2.344 -6.947 -3.477
C: -3.339 -6.629 -2.569
C: -4.726 -6.766 -2.660
C: -5.465 -6.348 -1.577
C: -4.850 -5.810 -0.429
C: -3.482 -5.671 -0.325
C: -2.741 -6.099 -1.427
H: -0.110 -2.726 1.939
H: 0.726 -4.235 1.569
H: -1.037 -4.203 1.661
H: -0.423 -1.346 -2.650
H: -0.350 -4.026 -3.238
H: -0.313 -5.934 0.046
H: 0.608 -6.057 -1.476
H: -5.185 -7.190 -3.541
H: -6.541 -6.442 -1.594
H: -5.476 -5.518 0.404
H: -3.023 -5.289 0.578

=====

No. 2
ORCA calculation (the ωB97M-V functional and the def2-TZVPD basis) on a structure of composition C48H55HfN6S2Sb2Se2.

The total charge is +3. The orbital gap comes out at 5.327 eV. The value obtained for the HOMO energy is -0.5249 Eh.

Cartesian coordinates (Å):
Hf: 0.113 0.527 -0.901
C: 0.889 1.050 2.598
C: 2.179 1.858 2.425
C: 2.754 1.961 1.012
Sb: 3.069 0.098 -0.082
C: 4.569 -0.671 1.160
C: 5.188 0.103 2.134
C: 6.239 -0.436 2.865
C: 6.672 -1.733 2.626
C: 6.055 -2.505 1.650
C: 5.002 -1.976 0.920
C: 4.175 1.010 -1.640
C: 5.489 0.649 -1.912
C: 6.188 1.294 -2.927
C: 5.584 2.303 -3.664
C: 4.272 2.673 -3.387
C: 3.570 2.019 -2.385
Sb: 1.124 -1.092 2.782
C: -0.948 -1.484 3.152
C: -1.410 -2.794 3.021
C: -2.701 -3.144 3.399
C: -3.553 -2.180 3.922
C: -3.104 -0.874 4.066
C: -1.814 -0.527 3.680
C: 1.671 -1.129 4.829
C: 1.738 -2.375 5.449
C: 2.052 -2.467 6.798
C: 2.318 -1.317 7.530
C: 2.268 -0.075 6.914
C: 1.946 0.020 5.565
H: 0.162 1.320 1.820
H: 0.391 1.336 3.526
H: 2.941 1.445 3.088
H: 2.014 2.881 2.777
H: 3.757 2.392 1.019
H: 2.174 2.634 0.384
H: 4.885 1.122 2.334
H: 6.725 0.165 3.623
H: 7.494 -2.142 3.200
H: 6.392 -3.517 1.460
H: 4.526 -2.593 0.165
H: 5.988 -0.120 -1.334
H: 7.215 1.017 -3.132
H: 6.141 2.813 -4.440
H: 3.817 3.496 -3.928
H: 2.561 2.356 -2.173
H: -0.753 -3.569 2.641
H: -3.032 -4.172 3.309
H: -4.550 -2.455 4.245
H: -3.745 -0.127 4.521
H: -1.488 0.495 3.846
H: 1.537 -3.288 4.896
H: 2.092 -3.437 7.277
H: 2.567 -1.392 8.581
H: 2.477 0.821 7.484
H: 1.905 1.005 5.113
S: -0.388 2.810 -0.142
C: -2.035 2.501 0.333
N: -2.658 3.632 0.838
N: -3.806 3.689 1.310
C: -4.859 2.786 1.689
C: -4.661 1.482 2.125
C: -5.769 0.781 2.568
C: -7.035 1.357 2.559
C: -7.210 2.666 2.132
C: -6.112 3.396 1.713
N: -2.697 1.430 0.031
N: -2.014 0.499 -0.637
C: -2.923 -0.403 -1.290
C: -4.097 -0.824 -0.676
C: -4.967 -1.651 -1.370
C: -4.682 -2.055 -2.672
C: -3.511 -1.628 -3.276
C: -2.630 -0.803 -2.584
H: -4.064 4.650 1.512
H: -3.686 1.025 2.153
H: -5.637 -0.233 2.927
H: -7.886 0.784 2.903
H: -8.189 3.126 2.139
H: -6.232 4.429 1.402
H: -4.329 -0.512 0.333
H: -5.880 -1.981 -0.890
H: -5.375 -2.693 -3.206
H: -3.284 -1.932 -4.293
H: -1.737 -0.448 -3.079
C: -1.671 -3.435 -0.779
Se: -0.217 -2.294 -0.179
C: 1.221 -3.170 -1.129
C: 1.174 -2.928 -2.623
Se: 1.423 -1.039 -3.039
C: 0.546 -1.107 -4.766
H: -1.499 -4.379 -0.267
H: -1.678 -3.557 -1.854
H: -2.600 -2.988 -0.441
H: 1.136 -4.232 -0.902
H: 2.140 -2.814 -0.668
H: 0.222 -3.235 -3.053
H: 1.970 -3.470 -3.130
H: 1.028 -1.914 -5.310
H: 0.736 -0.172 -5.280
H: -0.519 -1.297 -4.665
C: -2.618 1.462 -5.320
N: -1.217 1.719 -5.618
C: -0.767 1.882 -7.014
C: 0.701 2.326 -6.863
N: 0.919 2.154 -5.417
C: -0.227 1.907 -4.775
S: -0.404 2.052 -3.051
H: -2.951 0.590 -5.882
H: -3.214 2.325 -5.617
H: -2.739 1.279 -4.256
H: -1.386 2.624 -7.514
H: -0.872 0.934 -7.540
H: 0.850 3.365 -7.147
H: 1.383 1.703 -7.434
H: 1.693 2.561 -4.920

=====

No. 3
ORCA calculation (the ωB97M-V functional and the def2-TZVPD basis) on a structure of composition C48H55MoN6P2.

The total charge is +3. As for the spin multiplicity: 3. The orbital gap (spin up / spin down) comes out at 6.899 / 6.224 eV. As for the expectation value of S²: 2.030. The value obtained for the HOMO energy (spin up / spin down) is -0.5608 / -0.5617 Eh.

Cartesian coordinates (Å):
Mo: 0.100 -0.107 -0.139
C: 1.126 0.265 4.162
C: 2.057 1.272 3.499
C: 2.011 2.584 4.288
P: 1.772 1.562 1.673
C: 3.475 2.051 1.112
C: 4.303 2.997 1.990
C: 4.305 0.775 0.907
C: 0.676 2.988 1.557
C: 1.078 4.324 1.579
C: 0.173 5.350 1.374
C: -1.156 5.050 1.109
C: -1.573 3.731 1.063
C: -0.668 2.699 1.314
N: -1.100 1.346 1.121
C: -2.338 1.023 1.370
C: -3.177 1.559 2.417
C: -4.256 0.857 2.806
C: -4.656 -0.409 2.162
C: -3.642 -1.893 0.879
C: -2.321 -1.328 0.326
P: -1.463 -1.922 -1.181
C: -2.331 -1.959 -2.815
C: -3.734 -2.573 -2.686
C: -2.385 -0.707 -3.683
C: -1.216 -3.744 -0.895
C: -0.722 -4.218 0.468
C: -0.366 -4.405 -1.987
H: 1.329 0.239 5.232
H: 1.265 -0.755 3.798
H: 0.080 0.548 4.037
H: 3.077 0.877 3.532
H: 0.989 2.958 4.344
H: 2.634 3.371 3.873
H: 2.351 2.394 5.305
H: 3.324 2.547 0.147
H: 4.487 2.578 2.979
H: 3.876 3.989 2.107
H: 5.277 3.127 1.516
H: 4.631 0.369 1.865
H: 5.210 1.005 0.346
H: 3.779 -0.020 0.376
H: 2.111 4.573 1.761
H: 0.507 6.377 1.399
H: -1.866 5.842 0.918
H: -2.601 3.507 0.813
H: -2.854 2.431 2.966
H: -4.811 1.196 3.672
H: -5.690 -0.663 2.382
H: -4.014 -2.826 0.468
H: -1.691 -2.667 -3.352
H: -4.354 -2.011 -1.986
H: -3.722 -3.616 -2.376
H: -4.228 -2.533 -3.656
H: -3.136 -0.002 -3.336
H: -2.676 -1.011 -4.688
H: -1.430 -0.191 -3.765
H: -2.246 -4.113 -1.003
H: 0.335 -3.986 0.610
H: -0.798 -5.305 0.481
H: -1.297 -3.838 1.305
H: 0.655 -4.022 -1.985
H: -0.773 -4.314 -2.990
H: -0.308 -5.472 -1.773
C: -2.442 -1.544 3.088
C: -3.749 -1.703 2.407
C: -4.338 -0.524 0.667
C: -2.969 0.104 0.332
N: -1.096 -1.343 1.075
C: -1.269 -1.397 2.451
C: -2.765 0.924 -0.906
C: -3.771 1.681 -1.482
C: -3.439 2.605 -2.462
C: -2.108 2.771 -2.804
C: -1.146 1.977 -2.190
N: -1.478 1.036 -1.294
C: 0.303 2.121 -2.435
C: 0.822 2.971 -3.403
C: 2.194 3.034 -3.585
C: 3.005 2.228 -2.803
C: 2.412 1.407 -1.863
N: 1.091 1.354 -1.658
H: -2.419 -1.589 4.168
H: -4.334 -2.480 2.893
H: -5.139 -0.364 -0.048
H: -0.356 -1.339 3.031
H: -4.790 1.570 -1.140
H: -4.201 3.217 -2.924
H: -1.827 3.525 -3.521
H: 0.172 3.575 -4.015
H: 2.616 3.690 -4.333
H: 4.078 2.225 -2.915
H: 3.014 0.748 -1.253
N: 1.567 -1.535 1.059
C: 2.529 -2.294 0.297
C: 3.494 -3.085 0.852
C: 4.385 -3.805 0.023
C: 4.279 -3.732 -1.336
C: 3.278 -2.924 -1.934
C: 3.090 -2.823 -3.328
C: 2.081 -2.032 -3.811
C: 1.281 -1.323 -2.905
N: 1.433 -1.375 -1.594
C: 2.408 -2.190 -1.101
H: 0.875 -2.171 1.456
H: 2.036 -1.076 1.837
H: 3.577 -3.172 1.928
H: 5.146 -4.422 0.478
H: 4.952 -4.289 -1.972
H: 3.735 -3.373 -3.999
H: 1.894 -1.935 -4.869
H: 0.495 -0.676 -3.273